P.
The following is a DFT calculation (ωB97M-V/def2-TZVPD) of a cluster of 16 separate species, C64H176N16O16 in total.

Each line ends with the Mulliken charge.
Atoms and positions in Å:
C 6.2188 -1.1530 -1.6664  -1.57
C 5.5911 -1.3047 -0.2971  0.96
C 6.4818 -0.5264 0.6542  -0.74
O 7.7694 -1.1267 0.6504  -0.43
C 8.6842 -0.3231 1.3921  -0.52
N 4.2577 -0.6777 -0.1450  1.18
H 7.3400 -1.1965 -1.5809  0.31
H 5.8814 -0.2723 -2.1895  0.36
H 5.9052 -1.9370 -2.3433  0.04
H 5.6637 -2.3599 -0.0271  0.13
H 6.1040 -0.4827 1.7016  0.35
H 6.5033 0.4944 0.2385  0.44
H 8.6206 0.7584 1.1878  0.21
H 9.7174 -0.6670 1.1985  0.31
H 8.3720 -0.3332 2.4755  0.11
H 3.6829 -1.1456 -0.8282  -0.41
H 3.8807 -0.7688 0.7610  -0.61
C 4.4360 1.6509 4.0216  -1.23
C 4.2848 2.9468 3.2168  0.44
C 4.8903 2.7865 1.7620  0.23
O 6.2972 2.4801 1.7187  -0.13
C 7.0549 3.6608 2.1121  -0.95
N 2.8635 3.3784 3.0590  0.47
H 3.7884 1.7179 4.9184  0.27
H 5.4656 1.3524 4.2333  0.34
H 4.0562 0.8489 3.4292  0.00
H 4.9047 3.6255 3.7919  0.42
H 4.7099 3.6282 1.1292  0.14
H 4.2748 1.9349 1.3983  -0.40
H 6.6578 4.0592 3.0571  0.32
H 7.1268 4.3411 1.2416  0.34
H 8.1104 3.4106 2.4048  0.27
H 2.4195 3.4314 3.9467  -0.25
H 2.7963 4.3139 2.6490  -0.31
C 2.1562 7.6050 2.3418  -1.88
C 2.0397 6.4379 1.3558  2.45
C 1.5066 6.9316 -0.0212  -0.52
O 0.2441 7.5826 0.1634  -0.22
C -0.4779 7.8593 -1.0543  -0.74
N 3.4525 5.8987 1.1950  -0.44
H 1.1395 8.0073 2.5765  0.24
H 2.7255 8.4131 1.9230  0.54
H 2.6304 7.3399 3.3295  0.36
H 1.3084 5.7286 1.7967  -1.44
H 1.4057 6.0867 -0.7359  -0.21
H 2.1272 7.6409 -0.5143  0.63
H 0.1967 8.4265 -1.7963  0.30
H -1.3285 8.5624 -0.8396  0.25
H -0.8500 6.9709 -1.5667  0.19
H 3.5290 5.2301 0.4112  0.14
H 4.0403 6.7034 1.0442  0.30
C 2.1516 -3.8398 3.3528  -1.27
C 3.3021 -3.1566 4.0584  0.42
C 4.6852 -3.2251 3.3154  -0.37
O 5.5855 -2.5820 4.1359  -0.37
C 6.9177 -2.7203 3.6442  -0.92
N 2.9197 -1.7724 4.3805  -0.04
H 1.1845 -3.8961 3.8704  0.40
H 2.4267 -4.8508 3.0273  0.45
H 1.7792 -3.3229 2.4607  0.10
H 3.6513 -3.8009 4.9210  0.12
H 4.6043 -2.7180 2.3566  -0.02
H 4.9968 -4.2908 3.2380  0.50
H 7.3558 -3.6815 3.9569  0.36
H 7.5964 -1.9603 4.0666  0.23
H 6.9428 -2.6483 2.5821  0.42
H 2.0882 -1.8308 4.9334  -0.15
H 3.6394 -1.3803 4.9706  0.26
C -5.8194 -5.6202 -4.4690  -1.66
C -5.3347 -4.3109 -5.1208  2.28
C -4.2838 -4.6327 -6.1356  -1.61
O -3.0521 -4.8677 -5.5632  -0.06
C -2.1639 -5.4292 -6.5497  -0.87
N -6.3479 -3.5082 -5.8400  -0.58
H -6.7395 -5.4155 -3.9555  0.49
H -5.1123 -5.8630 -3.6449  0.24
H -5.8700 -6.3834 -5.2321  0.39
H -4.8965 -3.7260 -4.2787  -0.89
H -4.1496 -3.8517 -6.8819  0.44
H -4.4575 -5.5545 -6.6948  0.56
H -1.2743 -5.7232 -5.9998  0.22
H -1.9354 -4.6574 -7.3333  0.29
H -2.5148 -6.2916 -7.0843  0.37
H -7.2579 -3.3336 -5.3337  0.27
H -6.5712 -3.8912 -6.7904  0.23
C 5.0281 -3.4287 -4.8262  -0.76
C 5.0580 -4.9067 -4.2788  0.12
C 5.9585 -5.6960 -5.2212  -0.82
O 5.5346 -5.6101 -6.5727  -0.27
C 6.1305 -6.4818 -7.4603  -0.75
N 5.4460 -4.9247 -2.9011  -0.39
H 6.1139 -3.0943 -4.6954  0.35
H 4.4569 -2.7938 -4.1477  -0.19
H 4.6920 -3.3119 -5.8527  0.38
H 4.0339 -5.3401 -4.3349  0.12
H 5.9641 -6.7697 -4.9925  0.49
H 7.0105 -5.3430 -5.1981  0.33
H 5.4822 -6.4840 -8.3344  0.23
H 6.3192 -7.4775 -7.0323  0.30
H 7.1059 -6.1264 -7.7533  0.31
H 5.7845 -5.8818 -2.6596  0.26
H 6.3128 -4.4015 -2.8524  0.33
C -9.2375 -0.2723 -0.3758  -1.50
C -7.7421 -0.6069 -0.1295  1.25
C -6.9537 0.5084 0.6143  -0.60
O -5.6707 -0.0294 0.8744  -0.41
C -4.5258 0.5020 0.2048  0.68
N -7.5926 -1.9499 0.5631  -0.56
H -9.4150 0.7235 -0.8367  0.33
H -9.8528 -0.2626 0.5573  0.37
H -9.6962 -1.0311 -1.0200  0.39
H -7.1899 -0.6186 -1.0505  -0.37
H -7.5122 0.6760 1.5386  0.38
H -7.0447 1.3850 0.0228  0.00
H -3.7398 -0.2515 0.2982  -0.24
H -4.1740 1.4434 0.6545  0.26
H -4.6576 0.7338 -0.8740  -0.64
H -6.7399 -2.0014 1.1014  0.24
H -8.3334 -2.1318 1.2739  0.26
C -0.0473 6.1139 5.4772  -0.32
C -0.0652 5.2198 6.7109  0.37
C 0.2491 3.7460 6.3647  -0.56
O -0.6049 3.3198 5.2306  0.51
C -2.0146 3.3366 5.4992  -0.99
N 0.8885 5.6802 7.7322  -0.79
H -0.7867 5.7342 4.7588  -0.46
H 0.8543 6.0151 4.9012  -0.01
H -0.2929 7.1883 5.6165  0.48
H -1.0642 5.2155 7.2103  0.39
H 0.1110 3.1568 7.2600  0.14
H 1.2149 3.6849 5.8919  -0.01
H -2.3446 2.7019 6.3692  0.22
H -2.4432 2.8889 4.5734  0.13
H -2.3022 4.3674 5.6752  0.39
H 0.5333 6.5844 8.0189  0.28
H 1.8521 5.8717 7.3792  0.28
C 2.0305 -0.1206 -2.6045  -0.64
C 2.1990 1.3883 -2.7559  0.20
C 0.9673 2.0815 -2.1234  -0.02
O 0.9668 3.5428 -1.9643  0.76
C 1.0468 4.2059 -3.2730  -1.25
N 3.5060 1.7936 -2.1440  -0.57
H 1.2152 -0.5205 -3.1407  0.33
H 1.9200 -0.3338 -1.5529  -0.38
H 2.9131 -0.5145 -3.0265  0.44
H 2.2064 1.6857 -3.8218  0.38
H 0.9019 1.6617 -1.1555  0.28
H 0.0689 1.8175 -2.7729  -0.88
H 1.9373 3.9175 -3.7549  0.40
H 0.9519 5.2609 -3.1615  0.27
H 0.2437 3.7913 -3.8730  0.36
H 3.7937 1.0335 -1.5725  0.02
H 3.4017 2.6445 -1.5876  0.25
C -5.1498 -3.9395 -1.2822  -0.98
C -3.7281 -4.1331 -0.7537  2.05
C -3.7810 -5.4629 -0.0435  -1.10
O -4.4150 -5.2575 1.2473  -0.44
C -3.3856 -4.8889 2.1723  -0.26
N -2.7404 -4.1662 -1.8351  0.16
H -5.4514 -4.8953 -1.7320  0.14
H -5.1736 -3.2041 -2.1150  -0.12
H -5.9208 -3.7839 -0.4961  0.37
H -3.3656 -3.3380 -0.0737  -0.75
H -2.7462 -5.8032 0.0065  0.40
H -4.3250 -6.2244 -0.5497  0.42
H -2.9999 -5.7450 2.6898  0.35
H -3.9715 -4.3413 2.9550  0.23
H -2.6326 -4.2947 1.7341  -0.05
H -2.4499 -3.2303 -2.1452  -0.25
H -3.1425 -4.6935 -2.6472  -0.04
C -0.2658 3.4144 1.6912  0.78
C -1.7051 3.5988 1.3299  1.07
C -2.2592 5.0226 1.3300  -1.26
O -1.8295 5.7623 2.4237  0.27
C -2.3385 7.0458 2.4674  -0.85
N -2.0190 3.0693 -0.0081  0.24
H 0.3918 3.7089 0.8748  0.11
H -0.0634 2.3666 1.8410  -0.96
H -0.0721 3.8104 2.6968  -0.14
H -2.3157 3.0061 2.0737  -0.21
H -3.3753 5.0329 1.2898  0.34
H -1.9282 5.4534 0.3935  0.13
H -2.1184 7.4799 3.4520  0.20
H -3.4331 7.0222 2.3682  0.35
H -1.8975 7.7375 1.7667  0.14
H -1.4357 3.5441 -0.7159  -0.11
H -1.7593 2.0698 -0.0529  -0.27
C -1.8470 -0.4143 8.6411  -1.68
C -1.3264 -0.4521 7.1804  1.09
C 0.2262 -0.6198 7.0892  0.43
O 0.7410 0.4717 7.8451  -0.39
C 2.1422 0.5685 7.6917  -0.47
N -2.0263 -1.5122 6.4960  -0.64
H -1.4217 0.4032 9.1622  0.36
H -1.4388 -1.3111 9.1239  0.41
H -2.9300 -0.4302 8.7716  0.40
H -1.5747 0.4781 6.7281  -0.39
H 0.5762 -0.4912 6.0568  -0.53
H 0.5605 -1.6018 7.4705  0.35
H 2.7445 -0.2792 8.1332  0.31
H 2.4912 1.4506 8.1829  0.36
H 2.4255 0.6367 6.6125  -0.04
H -1.8088 -2.3504 7.0109  0.36
H -1.5571 -1.6887 5.6209  0.18
C -2.4156 2.8737 -3.5616  -0.20
C -3.8314 3.4061 -4.0254  0.07
C -4.7655 3.4117 -2.8194  -0.02
O -6.0667 3.6233 -3.3088  -0.44
C -7.0105 4.1047 -2.3639  -0.46
N -3.6799 4.7035 -4.6767  -0.68
H -1.9468 2.3741 -4.4297  0.02
H -2.5712 2.1195 -2.8050  -0.06
H -1.8524 3.6665 -3.1094  0.05
H -4.2327 2.6673 -4.7330  0.06
H -4.6254 4.2375 -2.1304  0.60
H -4.6201 2.4240 -2.2986  -0.43
H -7.8922 4.5016 -2.8562  0.31
H -6.6477 4.9610 -1.7109  0.30
H -7.2338 3.2786 -1.6798  -0.02
H -4.5673 4.9380 -5.0830  0.36
H -3.4912 5.3926 -3.9082  0.32
C -1.4400 -0.1975 -5.4133  -1.27
C -2.7206 -0.9210 -5.8793  2.15
C -3.9786 -0.3601 -5.4493  -1.31
O -4.1086 -0.2905 -4.0458  0.57
C -5.4559 -0.3569 -3.5858  -0.12
N -2.6684 -1.1237 -7.3281  -0.69
H -1.3974 -0.0362 -4.3518  -0.42
H -1.4122 0.7398 -5.9945  0.61
H -0.5930 -0.8239 -5.7530  0.39
H -2.7456 -1.9207 -5.4114  -0.56
H -4.6346 -1.0478 -5.9337  0.33
H -4.1426 0.5651 -5.9633  0.05
H -5.5434 -0.3370 -2.4639  -0.86
H -5.8254 -1.3694 -3.8912  0.18
H -6.0848 0.3913 -4.0370  0.54
H -2.0940 -0.4248 -7.7931  0.29
H -2.4023 -2.0398 -7.5929  0.21
C 3.1776 -5.4389 0.0366  -0.98
C 1.9241 -4.7233 -0.4825  1.33
C 1.9549 -4.5974 -1.9920  -0.45
O 1.0114 -3.5239 -2.2642  0.12
C 0.1939 -3.6448 -3.4202  -0.81
N 0.6416 -5.2651 0.1102  -0.37
H 3.2878 -5.5676 1.1531  0.23
H 4.0371 -4.8510 -0.4199  -0.06
H 3.1757 -6.4399 -0.4449  0.48
H 2.1026 -3.7654 -0.0684  -0.46
H 1.5251 -5.5226 -2.4375  0.51
H 2.8866 -4.4408 -2.5402  -0.64
H 0.7405 -3.5927 -4.3558  0.32
H -0.5196 -2.8747 -3.4441  -0.35
H -0.4073 -4.5529 -3.3054  0.48
H 0.7509 -6.1983 0.4524  0.26
H -0.0988 -5.2241 -0.6086  0.06
C -1.2162 -0.0877 2.9487  -1.15
C -0.2072 -1.0468 2.2435  0.63
C -0.7755 -1.5361 0.9669  0.00
O -0.7689 -0.4652 -0.0108  1.13
C -0.8432 -0.9589 -1.3401  2.27
N 1.1184 -0.4974 1.9699  1.21
H -0.9093 0.1012 4.0067  -0.66
H -2.2210 -0.4471 3.0628  1.00
H -1.3338 0.8417 2.4163  -0.05
H -0.1002 -1.9196 2.8865  -0.12
H -1.7899 -1.9338 1.1219  -0.04
H -0.1362 -2.3668 0.5765  -0.84
H -0.0727 -1.7399 -1.4775  -0.26
H -0.6141 -0.1899 -2.0206  -1.83
H -1.8480 -1.3297 -1.4965  -0.25
H 1.0996 0.4791 1.6813  -0.33
H 1.6931 -0.5501 2.7812  -0.46

Properties
E_HOMO = -0.31731 hartree
Charge = 0
HOMO-LUMO gap = 9.19 eV
Lowest unoccupied orbital energy = 0.0203 hartree

---

Q.
The following is a DFT calculation (ωB97M-V/def2-TZVPD) of a cluster of 16 separate species, C64H176N16O16 in total.

Each line ends with the Mulliken charge.
Atoms and positions in Å:
C 4.5420 0.7376 -2.8697  -1.53
C 3.2838 0.1198 -3.4292  1.60
C 3.5669 -0.7487 -4.6890  -1.22
O 2.4191 -1.3886 -5.1400  -0.34
C 1.4927 -0.4980 -5.8138  -0.77
N 2.7154 -0.6952 -2.4189  0.86
H 5.0806 1.3740 -3.5719  0.66
H 5.1723 -0.0297 -2.4203  -0.35
H 4.2373 1.3808 -2.0442  0.20
H 2.5400 0.8958 -3.6096  -0.29
H 4.3284 -1.4803 -4.4188  0.19
H 3.9546 -0.0609 -5.4405  0.49
H 0.9012 -1.0753 -6.5244  0.24
H 2.0741 0.2307 -6.3787  0.54
H 0.7859 -0.0028 -5.1480  0.16
H 2.0990 -1.2874 -2.9569  -0.39
H 3.3850 -1.4217 -2.2094  -0.17
C 6.8912 4.7388 -3.3833  -1.42
C 6.1913 5.7842 -2.4373  0.62
C 5.9228 5.2248 -0.9700  -0.95
O 4.9024 4.2189 -1.0158  0.42
C 4.8204 3.4582 0.1839  -0.50
N 7.1532 6.8880 -2.3599  -0.72
H 6.4985 3.7245 -3.3117  0.02
H 7.9783 4.6790 -3.3310  0.49
H 6.7692 5.0930 -4.4069  0.46
H 5.2571 5.9499 -2.9739  0.19
H 5.6744 6.0463 -0.2980  0.32
H 6.8965 4.7869 -0.7501  0.35
H 5.7182 2.9892 0.5864  0.42
H 4.1185 2.6621 -0.0647  -0.61
H 4.3338 3.9120 1.0472  -0.14
H 7.6846 6.6893 -1.5242  0.30
H 7.6532 6.6868 -3.2141  0.31
C -7.4057 -4.0995 1.2461  -0.71
C -7.1940 -5.2020 2.2658  0.42
C -5.7680 -5.7323 2.0886  -0.92
O -4.8440 -4.6357 2.3228  0.15
C -3.4724 -5.0673 2.1879  -1.22
N -7.2923 -4.6185 3.5778  -0.79
H -8.4191 -3.7009 1.2944  0.47
H -7.1114 -4.3708 0.2322  -0.16
H -6.6793 -3.3102 1.4393  0.05
H -7.8972 -6.0182 2.0999  0.40
H -5.6057 -6.1405 1.0910  0.33
H -5.4914 -6.5494 2.7548  0.44
H -3.4046 -5.7225 1.3195  0.64
H -3.2206 -5.6120 3.0979  0.49
H -2.7227 -4.3082 1.9647  0.01
H -6.3333 -4.4333 3.8347  0.26
H -7.6628 -3.6906 3.4296  0.34
C -0.5412 -2.6788 -2.9014  0.53
C -0.7575 -3.1551 -4.2858  1.08
C -0.5980 -4.7360 -4.3595  -1.01
O 0.7222 -4.9930 -4.9090  -0.47
C 0.6948 -4.9176 -6.3794  -0.69
N -2.1036 -2.6809 -4.7921  -0.38
H 0.3479 -3.1691 -2.5048  0.46
H -1.3852 -2.8774 -2.2407  -0.20
H -0.4020 -1.6018 -2.9955  -0.80
H 0.0684 -2.7137 -4.8437  -0.13
H -1.4215 -5.1031 -4.9720  0.44
H -0.7271 -5.0678 -3.3292  0.31
H -0.0526 -5.5810 -6.8147  0.33
H 1.5872 -5.3745 -6.8071  0.33
H 0.4443 -3.9481 -6.8101  0.19
H -2.3487 -1.8134 -4.3367  0.04
H -2.8429 -3.2500 -4.4053  -0.03
C 0.7214 5.3942 -3.6578  -1.81
C 0.7734 4.0271 -4.3040  1.12
C 2.0513 3.6297 -4.9433  -0.97
O 1.9781 2.5238 -5.8509  0.20
C 1.8408 2.8824 -7.2442  -1.00
N 0.4418 3.0274 -3.2456  0.30
H -0.1340 5.7610 -3.0905  0.34
H 0.7024 6.0697 -4.5131  0.50
H 1.5389 5.5954 -2.9655  0.17
H 0.1616 4.0592 -5.2056  0.25
H 2.8011 3.4065 -4.1844  -0.02
H 2.5159 4.4864 -5.4314  0.59
H 0.9987 3.5365 -7.4702  0.36
H 1.6638 1.9550 -7.7888  0.30
H 2.7502 3.2882 -7.6874  0.31
H 1.0721 3.0946 -2.4593  -0.17
H 0.6078 2.1490 -3.7156  -0.54
C 0.8635 1.5478 -0.4743  0.75
C 0.9756 0.6618 0.7647  0.26
C -0.0254 -0.4842 0.6620  1.47
O -1.3380 0.0648 1.0049  -0.41
C -2.3616 -0.9655 1.3311  0.91
N 2.4229 0.2035 0.8069  0.49
H -0.1322 1.9906 -0.4500  -0.69
H 0.9418 0.9227 -1.3638  -0.30
H 1.5086 2.4184 -0.3563  -0.20
H 0.6377 1.2243 1.6350  -0.62
H 0.2346 -1.1377 1.4947  -0.07
H 0.0777 -1.0680 -0.2527  -0.26
H -3.3500 -0.6547 0.9924  -1.10
H -2.4295 -1.1555 2.4022  -0.21
H -2.0098 -1.8952 0.8837  0.49
H 2.5428 -0.3211 -0.0479  -0.91
H 2.4194 -0.4988 1.5328  0.51
C 5.9875 -1.4216 -0.1800  -0.33
C 6.5944 -2.5913 -1.0074  0.55
C 8.0820 -2.9622 -0.7883  -0.96
O 8.8756 -1.7622 -0.9334  -0.34
C 8.9122 -1.1785 -2.1765  -0.46
N 5.7387 -3.8170 -0.8906  -0.62
H 4.9387 -1.2644 -0.4320  -0.33
H 6.4288 -0.5209 -0.6067  0.18
H 6.1233 -1.5813 0.8896  0.56
H 6.5309 -2.2572 -2.0429  -0.01
H 8.5056 -3.6782 -1.4925  0.42
H 8.2212 -3.3985 0.2008  0.36
H 9.4729 -0.2526 -2.0486  0.25
H 7.9188 -0.8823 -2.5134  0.06
H 9.3379 -1.8075 -2.9584  0.32
H 6.1897 -4.5062 -1.4751  0.28
H 4.8247 -3.7680 -1.3176  0.15
C -8.2574 0.3261 -2.0813  -1.59
C -6.7371 0.0061 -1.8258  0.22
C -6.3030 0.6179 -0.4401  0.35
O -5.9615 1.8798 -0.6584  -0.44
C -5.3125 2.5260 0.3706  -0.36
N -6.6141 -1.4048 -1.8035  -0.30
H -8.5726 1.2025 -1.5151  0.41
H -8.9730 -0.4659 -1.8605  0.33
H -8.3587 0.5661 -3.1397  0.40
H -6.0732 0.3262 -2.6289  0.14
H -5.3893 0.0845 -0.1782  -0.70
H -7.0677 0.5390 0.3326  0.65
H -5.9303 2.6384 1.2615  0.30
H -5.1621 3.5781 0.1286  0.30
H -4.3081 2.1043 0.3322  0.03
H -7.1412 -1.7143 -0.9995  0.12
H -7.0670 -1.8696 -2.5774  0.21
C 6.0036 5.2859 5.6286  -1.36
C 5.9140 4.6693 4.2494  0.51
C 5.6745 3.1214 4.3238  -0.53
O 5.2868 2.6325 3.0172  0.18
C 5.3443 1.2314 2.8727  -0.70
N 4.8871 5.3680 3.5804  -0.46
H 6.8363 5.0990 6.3066  0.39
H 5.1204 4.8978 6.1361  0.26
H 5.8613 6.3506 5.4434  0.32
H 6.8602 4.7076 3.7095  0.42
H 4.8634 2.9858 5.0391  -0.10
H 6.5021 2.6289 4.8344  0.54
H 4.8611 0.8577 3.7755  0.52
H 6.3786 0.9200 2.7265  0.37
H 4.6819 0.8082 2.1176  -0.27
H 4.0446 5.4113 4.1357  0.36
H 4.5740 4.7504 2.8452  -0.20
C -6.4146 -5.7134 -2.8864  -1.27
C -5.0535 -5.1119 -3.4934  0.94
C -3.6689 -5.3562 -2.7767  0.69
O -3.6973 -5.0192 -1.3671  -0.34
C -4.3045 -3.7265 -1.0283  1.39
N -4.8783 -5.3406 -4.9259  -0.49
H -6.5228 -5.4330 -1.8386  -0.13
H -6.4737 -6.8017 -2.8762  0.44
H -7.3027 -5.5936 -3.5069  0.39
H -5.3050 -4.0613 -3.3476  -0.23
H -2.9072 -4.7262 -3.2361  -1.24
H -3.3022 -6.3814 -2.8276  0.52
H -4.1185 -3.4425 0.0075  -0.51
H -5.3926 -3.6723 -1.0612  -0.31
H -4.0302 -2.8148 -1.5590  -0.50
H -5.6641 -4.9761 -5.4454  0.28
H -4.8010 -6.2957 -5.2451  0.25
C 2.0782 2.6782 3.8523  1.16
C 1.7118 2.9174 5.2821  0.21
C 1.3918 4.4001 5.7894  -1.12
O 2.5832 5.2279 5.6350  -0.18
C 2.1611 6.6100 5.6122  -0.95
N 0.6571 1.9686 5.7347  -0.50
H 2.5250 1.6947 3.7071  -0.38
H 2.8359 3.4273 3.6220  -0.53
H 1.2134 2.7052 3.1894  -0.10
H 2.6230 2.5778 5.7746  0.22
H 1.1821 4.3793 6.8588  0.36
H 0.5475 4.8086 5.2341  0.52
H 2.9705 7.3315 5.7232  0.29
H 1.5429 6.8869 6.4661  0.38
H 1.7103 6.8910 4.6603  0.31
H 0.9203 1.0148 5.5320  0.23
H 0.4524 2.0952 6.7156  0.25
C 0.2599 -1.5008 8.2462  -1.38
C -0.6113 -0.6907 7.2478  0.78
C -0.3708 -1.0819 5.7461  -0.09
O 0.9580 -0.7282 5.4643  -0.67
C 1.2239 -0.8824 4.0885  -0.30
N -2.0636 -0.8151 7.5613  -0.62
H 0.5537 -0.9138 9.1164  0.37
H 1.2228 -1.5551 7.7384  0.34
H -0.0325 -2.5447 8.3594  0.33
H -0.3460 0.3536 7.4127  -0.19
H -1.0798 -0.5820 5.0862  0.30
H -0.4284 -2.1474 5.5239  0.17
H 2.2977 -0.7200 4.1817  0.18
H 0.6987 -0.0643 3.5955  0.29
H 0.9985 -1.8440 3.6274  0.08
H -2.4546 -0.7093 6.6361  -0.07
H -2.3084 -1.7851 7.7000  0.42
C 0.3866 -5.5089 -0.1481  -1.35
C 1.2242 -4.3711 0.4266  1.77
C 1.3036 -4.6036 1.9526  -1.26
O 0.0968 -4.5021 2.5716  -0.02
C -0.0824 -4.8946 3.9026  -0.52
N 2.5660 -4.2806 -0.0941  -0.38
H 0.3193 -5.3458 -1.2237  0.39
H -0.6159 -5.5612 0.2766  0.04
H 0.8173 -6.4799 0.0967  0.42
H 0.8731 -3.3901 0.1068  -1.17
H 2.0520 -4.0251 2.4941  0.51
H 1.7219 -5.5976 2.1108  0.58
H 0.1439 -4.0244 4.5187  0.06
H 0.4794 -5.7956 4.1488  0.34
H -1.1553 -5.0033 4.0608  0.02
H 3.0740 -5.1219 0.1386  0.23
H 2.4351 -4.2319 -1.0944  0.33
C -1.5785 5.1656 2.0605  -1.49
C -1.2584 4.9645 0.5777  -0.21
C 0.2224 5.1459 0.3268  0.70
O 0.6915 6.4692 0.7285  -0.58
C 2.1020 6.7106 0.5132  -0.16
N -1.9204 3.6231 0.0912  -0.06
H -2.6654 5.1240 2.1312  0.35
H -1.1409 6.0619 2.5002  0.36
H -1.2329 4.2706 2.5777  0.19
H -1.7342 5.8209 0.1000  0.51
H 0.2303 5.1224 -0.7629  -0.18
H 0.8164 4.3275 0.7336  0.10
H 2.2609 6.3270 -0.4947  -0.01
H 2.7075 6.0433 1.1265  0.03
H 2.3350 7.7682 0.6365  0.38
H -2.0662 3.6842 -0.9063  0.42
H -1.1695 2.9497 0.1423  -0.18
C -2.4242 0.8940 -2.4354  0.35
C -3.1369 0.7423 -3.8298  0.58
C -2.1984 0.9389 -5.0621  0.47
O -2.9566 0.9644 -6.2610  -0.44
C -2.2312 0.5091 -7.3483  -0.71
N -3.7046 -0.5796 -3.7584  -0.03
H -3.1659 0.7252 -1.6547  -0.26
H -1.9562 1.8708 -2.3128  -0.06
H -1.5793 0.2223 -2.2834  -0.61
H -3.9001 1.5174 -3.8987  0.49
H -1.5750 0.0449 -5.0514  -0.68
H -1.3766 1.6536 -5.0193  0.41
H -2.1106 -0.5481 -7.5848  0.27
H -1.1838 0.8105 -7.3376  0.10
H -2.7063 1.1732 -8.0703  0.41
H -4.4800 -0.6313 -3.1133  -0.91
H -4.3293 -0.7266 -4.5383  0.39
C -4.9197 0.9540 3.6280  -0.94
C -5.8625 -0.2491 3.6204  0.85
C -5.1232 -1.5257 3.8029  0.32
O -4.1615 -1.4472 4.9442  -0.29
C -3.6409 -2.7694 5.1931  -0.51
N -6.8234 -0.0648 4.6501  -0.87
H -5.3844 1.8720 3.2681  0.39
H -4.0987 0.7997 2.9279  -0.20
H -4.4069 0.9810 4.5895  0.41
H -6.4840 -0.3172 2.7275  -0.26
H -4.6151 -1.7236 2.8591  -0.47
H -5.8553 -2.3274 3.8998  0.18
H -2.8511 -2.7322 5.9433  0.17
H -3.0621 -3.3010 4.4377  -0.05
H -4.3895 -3.5017 5.4955  0.47
H -6.3705 -0.4129 5.4830  0.38
H -6.7770 0.9424 4.7083  0.32

Properties
E_HOMO = -0.31622 hartree
Charge = 0
HOMO-LUMO gap = 9.11 eV
Lowest unoccupied orbital energy = 0.0186 hartree

---

Consider the structures shown above. The most stable of them is P.